136
Properties=species:S:1:pos:R:3:lowdin_charge:R:1 method="wB97M-V/def2-TZVPD" charge=0 lumo_ev=-1.76 homo_ev=-8.84
H -0.6209 -0.5948 3.5692 0.028
N -1.1358 -0.2541 2.7272 0.034
C -0.2589 0.3006 1.8256 -0.175
C 1.3358 0.3763 2.2196 -0.157
C 2.3403 -0.2580 1.0562 -0.015
C 2.3860 -1.8875 0.6817 -0.041
C 1.3554 -2.8856 1.4744 -0.191
O 1.9094 -4.1993 1.8360 -0.287
C 2.6897 -4.1571 3.0823 -0.120
C 3.4507 -2.3889 -0.5066 -0.473
Br 3.5662 -4.3076 -1.0949 0.620
C 4.4812 -1.3277 -1.2872 0.015
C 4.3628 0.2491 -0.8547 -0.002
C 3.3091 0.8061 0.2710 0.030
C 3.4787 2.4341 0.3619 -0.169
O 2.6346 3.3914 0.7891 -0.007
N 4.8873 2.6055 -0.2447 -0.044
C 5.9829 2.8391 0.7733 -0.119
C 6.8475 1.4894 1.1499 -0.601
O 6.2632 0.5889 1.9843 -0.105
Br 8.7019 1.0795 0.5102 0.661
C 5.1501 1.5996 -1.3490 -0.228
O 5.8497 1.8130 -2.4672 -0.001
H -0.5894 0.7664 0.7863 0.134
H 1.6024 1.5333 2.3425 0.117
H 1.5830 -0.1133 3.2796 0.127
H 0.3657 -2.9487 0.8103 0.159
H 0.9953 -2.3839 2.4959 0.120
H 2.0399 -4.0411 4.0582 0.102
H 3.2283 -5.2174 3.1862 0.114
H 3.5585 -3.3457 3.0297 0.113
H 5.2581 -1.6641 -2.1049 0.113
H 5.4374 3.1747 1.7799 0.162
H 6.7217 3.7199 0.5037 0.141
C 0.0420 1.4786 -4.0843 -0.103
O 1.4154 1.1515 -3.9318 -0.198
C 2.2431 1.5559 -5.0243 -0.195
C 2.6224 3.0566 -5.0218 -0.422
C 1.4842 3.9793 -5.4529 -0.075
N 3.1104 3.4862 -3.7026 0.050
H -0.2880 1.4011 -5.1242 0.091
H -0.1464 2.4795 -3.6933 0.075
H -0.5444 0.7797 -3.4813 0.073
H 3.1693 0.9771 -4.9206 0.121
H 1.7978 1.2552 -5.9803 0.117
H 3.4366 3.1893 -5.7468 0.137
H 0.7475 4.1405 -4.6622 0.063
H 1.8776 4.9675 -5.7211 0.077
H 0.9653 3.5800 -6.3298 0.077
H 3.9405 2.9407 -3.4677 0.039
H 2.4187 3.1850 -3.0095 0.069
C -1.0355 8.0599 -1.2381 -0.111
O -0.1620 6.9691 -1.4902 -0.196
C 1.2270 7.3000 -1.4322 -0.197
C 1.8037 7.4028 0.0005 -0.425
C 1.3987 8.6784 0.7363 -0.080
N 1.4248 6.2404 0.8179 0.042
H -0.6447 9.0018 -1.6334 0.090
H -1.2279 8.1411 -0.1673 0.072
H -1.9926 7.8502 -1.7241 0.086
H 1.7457 6.4790 -1.9429 0.118
H 1.4347 8.2052 -2.0154 0.117
H 2.8983 7.4158 -0.0878 0.135
H 0.3784 8.6369 1.1252 0.062
H 2.0564 8.8443 1.5984 0.076
H 1.4820 9.5523 0.0829 0.076
H 1.7951 5.3970 0.3782 0.033
H 0.4095 6.1297 0.7372 0.074
C -3.8689 -3.9989 -5.8316 -0.110
O -2.5542 -3.4629 -5.8044 -0.194
C -2.4856 -2.0877 -5.4217 -0.199
C -2.5955 -1.8387 -3.8980 -0.429
C -4.0131 -1.9914 -3.3506 -0.086
N -1.6950 -2.7220 -3.1419 0.039
H -4.6076 -3.2645 -6.1652 0.090
H -4.1304 -4.3895 -4.8472 0.072
H -3.8794 -4.8422 -6.5279 0.087
H -1.4962 -1.7419 -5.7462 0.117
H -3.2179 -1.4926 -5.9805 0.117
H -2.2893 -0.8002 -3.7135 0.115
H -4.3078 -3.0360 -3.2244 0.059
H -4.0910 -1.5221 -2.3622 0.054
H -4.7421 -1.5056 -4.0065 0.079
H -0.7346 -2.5363 -3.4332 0.070
H -1.8653 -3.6791 -3.4654 0.071
C -7.8171 -1.6752 2.1498 -0.110
O -6.6746 -2.5165 2.0920 -0.193
C -6.7991 -3.6197 1.1923 -0.197
C -6.5835 -3.2609 -0.2979 -0.421
C -7.7626 -2.5239 -0.9297 -0.072
N -5.3643 -2.4608 -0.4880 0.037
H -8.7494 -2.2371 2.0435 0.074
H -7.7451 -0.8992 1.3864 0.071
H -7.8231 -1.1739 3.1217 0.086
H -6.0113 -4.3258 1.4831 0.120
H -7.7516 -4.1407 1.3469 0.110
H -6.4619 -4.2042 -0.8471 0.134
H -7.7965 -1.4665 -0.6562 0.064
H -7.6923 -2.5626 -2.0237 0.074
H -8.7131 -2.9837 -0.6423 0.075
H -4.5630 -3.0045 -0.1654 0.085
H -5.4077 -1.6786 0.1722 0.082
C -12.0443 -6.8867 4.6808 -0.108
O -12.6473 -6.2546 3.5613 -0.194
C -12.8320 -4.8452 3.7083 -0.199
C -11.5562 -4.0017 3.4702 -0.428
C -10.5562 -4.0603 4.6231 -0.071
N -10.8747 -4.3956 2.2278 0.037
H -12.3568 -6.4363 5.6273 0.090
H -10.9583 -6.8605 4.5810 0.072
H -12.3442 -7.9385 4.6815 0.088
H -13.5660 -4.5641 2.9427 0.121
H -13.2928 -4.6132 4.6760 0.118
H -11.8707 -2.9543 3.3697 0.135
H -9.9722 -4.9838 4.6303 0.066
H -9.8375 -3.2354 4.5444 0.071
H -11.0634 -3.9670 5.5883 0.079
H -11.5124 -4.2486 1.4446 0.076
H -10.7556 -5.4127 2.2555 0.075
C 12.0741 2.5073 3.7934 -0.108
O 12.6580 2.3819 2.5050 -0.198
C 13.8107 1.5385 2.4592 -0.199
C 13.4975 0.0228 2.4411 -0.428
C 13.0611 -0.5311 3.7958 -0.076
N 12.4704 -0.3026 1.4400 0.036
H 12.8246 2.5038 4.5890 0.090
H 11.3437 1.7120 3.9484 0.072
H 11.5324 3.4566 3.8317 0.088
H 14.3181 1.7860 1.5184 0.120
H 14.5111 1.7950 3.2631 0.117
H 14.4229 -0.4990 2.1629 0.135
H 12.0211 -0.2956 4.0343 0.064
H 13.1446 -1.6249 3.8034 0.078
H 13.6940 -0.1449 4.6007 0.077
H 12.8147 -0.0309 0.5184 0.073
H 11.6796 0.3290 1.5990 0.040

***

11
Properties=species:S:1:pos:R:3:nbo_charge:R:1 method="wB97M-V/def2-TZVPD" charge=0 relative_energy_kcal_mol=104.6 lumo_ev=0.92 homo_ev=-10.03 smiles="O[C@@]12N=CCN1O2"
O 0.9539 2.0826 1.6147 -0.633
C 0.7374 0.9197 1.0433 0.672
N -0.2273 0.0404 1.5933 -0.419
C -0.6029 -0.7789 0.7054 0.145
C -0.1228 -0.3395 -0.6619 -0.331
N 0.7828 0.7374 -0.3885 -0.187
O 1.8132 0.2540 0.4513 -0.391
H 1.4776 2.4919 0.9964 0.486
H -1.1771 -1.6644 0.9736 0.205
H 0.3789 -1.1852 -1.1025 0.227
H -0.8733 0.0930 -1.2093 0.225

***

17
Properties=species:S:1:pos:R:3:nbo_charge:R:1 method="wB97M-V/def2-TZVPD" charge=0 relative_energy_kcal_mol=77.1 lumo_ev="-0.13 / -0.13" homo_ev="-9.17 / -9.17"
C 1.1078 0.3872 0.6514 -0.514
C 2.3141 -0.3685 0.3236 -0.504
C -0.8469 -1.1967 0.4939 0.318
C -0.1668 -0.1079 -0.1790 0.212
C -0.8673 0.8565 -1.0717 -0.638
O 3.6300 1.2234 1.9575 -0.904
O -0.4766 -1.6040 1.7989 -0.718
O 0.0154 -1.4491 -0.5651 -0.498
S 3.6705 -0.0851 1.2304 1.126
H 0.8119 0.2337 1.8007 0.281
H 1.1656 1.4687 0.4038 0.247
H -0.2773 -2.5909 1.7346 0.485
H 2.3371 -1.4653 -0.0917 0.268
H -1.8055 -1.5832 0.2587 0.157
H -1.7633 0.4556 -1.3955 0.225
H -0.2340 1.3236 -1.8581 0.230
H -1.2440 1.7983 -0.5147 0.228

***

65
Properties=species:S:1:pos:R:3:nbo_charge:R:1 method="wB97M-V/def2-TZVPD" charge=0 lumo_ev=-0.02 homo_ev=-9.36
O 1.4521 2.2766 2.8053 -1.065
P 0.2277 1.7617 2.2116 2.597
O -0.8891 2.8498 1.9765 -0.841
C -2.1045 2.9897 2.7292 -0.057
C -3.2427 2.2387 2.0405 -0.483
C -4.0471 3.0739 1.0673 0.052
F -3.3766 3.1784 -0.1717 -0.396
O -0.5108 0.6251 3.0256 -0.838
C -0.4617 -0.7707 2.6674 -0.055
C -1.5062 -1.1144 1.6225 -0.441
C -2.8766 -1.3477 2.2492 -0.423
C -3.9493 -1.6529 1.2077 -0.666
S -5.3556 -0.5725 1.2042 2.152
O -4.9221 0.7485 0.8806 -0.938
O -6.4472 -1.1938 0.5406 -0.882
Cl -5.8590 -0.5261 3.1852 -0.243
O 0.3860 1.1058 0.7688 -1.114
P -0.0510 1.8319 -0.6592 1.401
O -1.5784 1.2823 -0.6992 -1.031
Cl 0.8346 0.4033 -1.8387 -0.328
H -2.3011 4.0632 2.7422 0.194
H -1.9404 2.6704 3.7576 0.199
H -3.9238 1.8098 2.7793 0.233
H -2.8192 1.4044 1.4751 0.237
H -5.0221 2.6340 0.8643 0.213
H -4.1766 4.0977 1.4242 0.161
H 0.5510 -1.0389 2.3638 0.207
H -0.6708 -1.2989 3.5990 0.194
H -1.1760 -2.0059 1.0800 0.216
H -1.5792 -0.3112 0.8894 0.242
H -2.8252 -2.1750 2.9593 0.222
H -3.1557 -0.4601 2.8225 0.229
H -4.3550 -2.6621 1.2625 0.261
H -3.5601 -1.4973 0.1952 0.263
H -2.2497 1.9881 -0.7012 0.533
C -0.9463 -1.7190 -7.9386 -0.644
C 0.4519 -1.1720 -7.7074 -0.064
O 0.5409 -0.2298 -6.6539 -0.534
C 0.1628 -0.6930 -5.3687 -0.067
C 0.9927 -1.8588 -4.8586 -0.647
H -1.6492 -0.9076 -8.1318 0.212
H -0.9407 -2.3859 -8.8019 0.214
H -1.3107 -2.2902 -7.0838 0.202
H 0.7870 -0.6268 -8.5901 0.187
H 1.1586 -1.9959 -7.5530 0.157
H -0.9034 -0.9478 -5.3472 0.156
H 0.2964 0.1682 -4.7156 0.194
H 0.8758 -2.7479 -5.4798 0.202
H 0.6816 -2.1198 -3.8460 0.215
H 2.0512 -1.5945 -4.8389 0.213
C 6.5889 -0.3200 4.2887 -0.644
C 5.5720 -1.2403 3.6349 -0.062
O 4.3349 -0.6214 3.3375 -0.538
C 4.3887 0.4825 2.4438 -0.075
C 4.9392 0.1372 1.0705 -0.644
H 6.1819 0.1132 5.2033 0.212
H 7.4870 -0.8859 4.5414 0.212
H 6.8871 0.4952 3.6288 0.205
H 5.3167 -2.0520 4.3175 0.182
H 6.0038 -1.7005 2.7379 0.155
H 4.9520 1.3124 2.8843 0.159
H 3.3593 0.8244 2.3560 0.212
H 5.9815 -0.1841 1.1061 0.198
H 4.8863 1.0161 0.4264 0.217
H 4.3538 -0.6619 0.6117 0.207

***

30
Properties=species:S:1:pos:R:3:nbo_charge:R:1 method="wB97M-V/def2-TZVPD" charge=0 relative_energy_kcal_mol=0.0 lumo_ev=0.69 homo_ev=-8.79 smiles="[H]/N=C/CP.O=C1OCCO1.O=C1OCCO1"
H -1.3911 -0.3451 -0.7510 0.347
N -1.3654 0.4678 -0.1438 -0.647
C -0.2541 0.5103 0.4681 0.142
C 0.1044 1.6282 1.3982 -0.750
P 0.8765 3.0377 0.4675 0.304
H 0.5015 -0.2626 0.3041 0.152
H -0.7945 1.9899 1.8920 0.249
H 0.8095 1.3021 2.1577 0.252
H -0.2096 3.2867 -0.3930 -0.021
H 1.6009 2.2453 -0.4478 -0.034
O -0.6770 -1.0148 -2.8156 -0.590
C -1.4387 -0.3472 -3.4362 0.975
O -1.2455 0.9520 -3.7410 -0.481
C -2.2684 1.3660 -4.6519 -0.099
C -3.3667 0.3558 -4.3785 -0.101
O -2.6225 -0.7805 -3.9233 -0.488
H -2.5551 2.3923 -4.4422 0.207
H -1.8801 1.2949 -5.6693 0.185
H -4.0379 0.6753 -3.5803 0.192
H -3.9456 0.0898 -5.2583 0.203
O 1.6807 0.5550 4.5156 -0.567
C 2.0046 -0.5263 4.1566 0.968
O 1.5457 -1.1345 3.0341 -0.497
C 2.3286 -2.3117 2.8038 -0.100
C 2.8562 -2.6211 4.1917 -0.100
O 2.8852 -1.3259 4.7998 -0.487
H 1.7011 -3.0961 2.3903 0.207
H 3.1241 -2.0703 2.0972 0.187
H 2.1803 -3.2604 4.7616 0.187
H 3.8530 -3.0526 4.1939 0.205

***

108
Properties=species:S:1:pos:R:3:lowdin_charge:R:1 method="wB97M-V/def2-TZVPD" charge=0 relative_energy_kcal_mol=56.5 lumo_ev=0.39 homo_ev=-9.33 smiles=CC(C)O.CC(C)O.CC(C)O.CC(C)O.CC(C)O.CC(C)O.CC(C)O.CC(C)O.CC(C)O
C -17.4542 5.5483 -16.3576 -0.050
C -16.5537 4.3994 -16.8954 -0.445
C -17.4398 3.3337 -17.5541 -0.049
O -15.6026 4.9288 -17.8508 -0.064
H -18.2046 5.0209 -15.7687 0.080
H -17.9115 6.0737 -17.1963 0.067
H -16.9000 6.2921 -15.7853 0.076
H -16.0742 3.9790 -16.0091 0.129
H -17.9742 3.9045 -18.3165 0.074
H -18.1118 2.7512 -16.9266 0.089
H -16.8777 2.5945 -18.1270 0.073
H -15.1046 5.6163 -17.4005 0.098
C -14.4872 1.9702 -21.7348 -0.032
C -14.6130 2.9699 -20.5600 -0.455
C -13.6635 4.1132 -20.6317 -0.052
O -15.9464 3.4313 -20.4254 -0.072
H -13.4720 1.8215 -22.1050 0.066
H -14.9914 2.3834 -22.6090 0.056
H -14.8078 0.9677 -21.4533 0.072
H -14.3831 2.3687 -19.6765 0.132
H -12.6720 3.7582 -20.3452 0.074
H -13.9103 4.9342 -19.9565 0.072
H -13.5630 4.6553 -21.5743 0.081
H -16.0337 3.8842 -19.5799 0.041
C -12.2449 -0.0945 -23.8022 -0.056
C -12.7926 0.3138 -25.2151 -0.451
C -13.9964 1.2209 -25.0582 -0.072
O -11.8388 1.0808 -25.9027 -0.053
H -11.6538 -1.0050 -23.9092 0.069
H -13.0601 -0.2930 -23.1052 0.061
H -11.5904 0.6217 -23.3038 0.063
H -13.0686 -0.6061 -25.7302 0.136
H -14.3141 1.6547 -26.0082 0.085
H -13.7917 2.0974 -24.4438 0.047
H -14.8864 0.6978 -24.7035 0.080
H -11.8775 1.9036 -25.3963 0.031
C -10.2814 5.4884 -19.1683 -0.075
C -9.4854 6.1475 -18.0560 -0.480
C -8.8784 7.4449 -18.5929 -0.076
O -10.4409 6.5762 -17.0915 -0.049
H -10.6449 4.5238 -18.8119 0.077
H -9.7577 5.3621 -20.1165 0.070
H -11.1606 6.0635 -19.4627 0.081
H -8.7081 5.4392 -17.7662 0.138
H -8.3825 8.1461 -17.9206 0.073
H -9.5813 8.0172 -19.1991 0.080
H -8.0667 7.2370 -19.2960 0.073
H -9.9887 6.5174 -16.2448 0.089
C -11.1901 -1.7938 -20.9552 -0.066
C -12.1472 -1.9496 -19.7568 -0.470
C -13.4443 -1.1071 -19.8371 -0.041
O -12.4387 -3.3201 -19.5732 -0.048
H -11.2359 -2.4912 -21.7934 0.078
H -10.1436 -1.8638 -20.6490 0.072
H -11.1649 -0.8457 -21.4955 0.047
H -11.5405 -1.6164 -18.9118 0.125
H -13.9911 -1.2594 -18.9066 0.078
H -14.1023 -1.4516 -20.6357 0.079
H -13.1817 -0.0660 -20.0190 0.062
H -11.6337 -3.8432 -19.5797 0.088
C -18.1989 1.7270 -23.9349 -0.055
C -18.4918 2.8926 -23.0051 -0.462
C -19.0145 2.4013 -21.6516 -0.042
O -17.2958 3.6383 -22.9319 -0.081
H -17.3660 1.1806 -23.4913 0.075
H -17.9433 2.0755 -24.9359 0.079
H -19.0742 1.0923 -24.0805 0.078
H -19.2391 3.5278 -23.4831 0.141
H -19.4638 3.2346 -21.1077 0.073
H -18.2512 2.0205 -20.9701 0.071
H -19.7610 1.6069 -21.6373 0.079
H -16.8290 3.4202 -22.1148 0.047
C -14.8243 7.1336 -26.3356 -0.059
C -14.1695 6.3599 -25.1843 -0.418
C -14.8325 4.9613 -25.0398 -0.038
O -12.7338 6.1506 -25.3874 -0.074
H -14.9049 6.5088 -27.2282 0.079
H -14.3654 8.0535 -26.6979 0.074
H -15.8818 7.3344 -26.1575 0.080
H -14.2795 6.9038 -24.2449 0.118
H -14.7218 4.4168 -25.9787 0.084
H -15.9040 5.1456 -24.9448 0.072
H -14.5744 4.2835 -24.2274 0.057
H -12.2769 6.9735 -25.5800 0.082
C -16.6763 8.2364 -21.8951 -0.055
C -17.0316 6.7712 -21.6156 -0.473
C -17.9456 6.6231 -20.3664 -0.044
O -17.7284 6.3203 -22.7580 -0.070
H -16.2536 8.7339 -21.0206 0.073
H -17.5526 8.8599 -22.0791 0.079
H -16.0555 8.2387 -22.7905 0.064
H -16.1244 6.1679 -21.5505 0.125
H -18.2229 5.5761 -20.2331 0.055
H -18.8937 7.1606 -20.3284 0.080
H -17.4026 6.9697 -19.4849 0.061
H -17.4405 5.4079 -22.9020 0.028
C -9.1142 3.6434 -25.3894 -0.047
C -10.0106 3.2170 -24.2534 -0.479
C -9.7387 3.9153 -22.9185 -0.045
O -11.3587 3.5071 -24.6130 -0.089
H -9.2956 4.6863 -25.6475 0.086
H -9.2224 3.0051 -26.2666 0.083
H -8.0841 3.4385 -25.0893 0.083
H -9.9399 2.1343 -24.1473 0.125
H -9.0784 3.2476 -22.3624 0.080
H -10.6848 4.0515 -22.3966 0.068
H -9.1949 4.8553 -23.0178 0.080
H -11.5305 4.4512 -24.5341 0.070

***

15
Properties=species:S:1:pos:R:3:nbo_charge:R:1 method="wB97M-V/def2-TZVPD" charge=0 relative_energy_kcal_mol=75.9 lumo_ev=0.71 homo_ev=-8.69
C -2.4998 -0.0129 0.0365 -0.434
N -1.3066 -0.4349 -0.6816 -0.560
C -0.0822 -0.3596 -0.1840 0.327
N 0.2634 0.1074 1.0072 -0.621
C 1.3012 0.5020 -0.1378 0.548
O 1.2542 1.6288 -0.6261 -0.665
C 2.5705 -0.3057 0.0007 -0.663
H -3.3816 -0.4344 -0.4497 0.217
H -2.5903 1.0797 0.0534 0.206
H -2.4665 -0.3856 1.0652 0.208
H -1.4016 -0.7166 -1.6446 0.407
H -0.3408 0.7837 1.4825 0.365
H 2.3948 -1.2791 0.4618 0.218
H 3.0078 -0.4392 -0.9931 0.224
H 3.2774 0.2666 0.6098 0.223

***

59
Properties=species:S:1:pos:R:3:nbo_charge:R:1 method="wB97M-V/def2-TZVPD" charge=-2 s2=0.789 relative_energy_kcal_mol=51.5 lumo_ev="3.98 / 3.98" homo_ev="-0.61 / -0.34" spin_multiplicity=2
Tc -0.7703 -0.5992 -0.6077 0.266
O -2.9494 -0.1689 2.8080 -0.734
C -2.4873 -0.2148 1.6509 0.607
N -1.3518 -0.7923 1.2721 -0.530
C -0.4477 -1.3577 2.2285 -0.297
C 0.0547 -2.6823 1.7497 0.274
C -0.3115 -3.8376 2.3676 -0.278
C 0.0829 -5.1088 1.8930 -0.165
C 0.6917 -5.1320 0.6397 -0.290
C 0.9685 -3.9601 -0.0066 0.071
N 0.9285 -2.7108 0.6523 -0.181
C -3.2101 0.3489 0.4902 0.087
C -4.4567 0.9377 0.6286 -0.207
C -5.0947 1.4731 -0.4733 -0.228
C -4.4567 1.3699 -1.7139 -0.251
C -3.2288 0.7623 -1.7859 0.042
N -2.5821 0.2474 -0.7215 -0.347
H -0.9499 -1.4735 3.2012 0.222
H 0.3913 -0.6593 2.3697 0.238
H -0.9471 -3.7569 3.2407 0.226
H -0.1608 -6.0155 2.4237 0.205
H 0.8761 -6.0667 0.1249 0.218
H 1.4154 -3.9460 -0.9900 0.251
H -4.8882 0.9620 1.6200 0.231
H -6.0532 1.9636 -0.3843 0.194
H -4.8983 1.7686 -2.6150 0.207
H -2.7160 0.6730 -2.7400 0.227
Te -0.3659 -1.6796 -3.0165 0.204
Te 0.2893 -0.5293 -5.4020 -0.818
Te -2.8179 -2.8077 -3.2204 -0.212
Te -1.6482 -2.9982 -0.6881 -0.030
Br 1.1936 6.4268 -2.8817 -0.003
C 0.9505 5.4708 -1.2374 -0.094
C 1.1093 6.1900 -0.0619 -0.259
C 0.9573 5.5235 1.1453 -0.221
C 0.6637 4.1771 1.1583 -0.176
C 0.5055 3.4702 -0.0349 -0.113
C 0.6520 4.1264 -1.2573 -0.157
C 0.2110 1.9976 0.0628 0.737
O 0.2740 1.4677 1.1798 -0.711
O -0.0628 1.3875 -1.0077 -0.699
H 1.3436 7.2449 -0.0932 0.210
H 1.0873 6.0710 2.0690 0.199
H 0.5486 3.6418 2.0905 0.243
H 0.5438 3.5824 -2.1847 0.254
C 3.3895 -2.3113 -0.8180 -0.635
C 2.4894 -1.1868 -0.2514 0.123
C 3.0104 -0.8096 1.1492 -0.633
C 2.6732 0.0109 -1.1867 -0.609
N 1.0838 -1.5727 -0.1704 -0.515
H 4.3964 -1.9119 -0.9347 0.196
H 3.0300 -2.6199 -1.8028 0.218
H 3.4407 -3.1711 -0.1487 0.188
H 4.0698 -0.5619 1.0948 0.185
H 2.8814 -1.6364 1.8522 0.189
H 2.4570 0.0491 1.5285 0.236
H 3.7216 0.3056 -1.1865 0.188
H 2.0897 0.8615 -0.8581 0.230
H 2.3837 -0.2321 -2.2099 0.231

***

no.,total energy (eV)
1,-213132.763
2,-10247.729
3,-22289.113
4,-91728.890
5,-31586.006
6,-47592.662
7,-9303.102
8,-137742.667